Below is a molecular structure, C30H29MoN4OS at a distorted geometry, with properties calculated with ωB97M-V/def2-TZVPD.

Element x y z (Å)
Mo -0.325 -0.176 0.063
C 3.143 -2.905 0.010
C 3.847 -2.527 1.137
C 3.421 -1.429 1.877
C 2.303 -0.743 1.463
N 1.624 -1.117 0.362
C 2.026 -2.173 -0.354
C 1.735 0.434 2.171
C 2.301 1.007 3.286
C 1.684 2.104 3.874
C 0.494 2.559 3.355
C -0.031 1.937 2.231
N 0.614 0.933 1.622
C -1.378 2.196 1.686
C -2.187 3.235 2.093
C -3.485 3.303 1.611
C -3.933 2.318 0.752
C -3.065 1.316 0.362
N -1.797 1.264 0.804
H 3.447 -3.748 -0.593
H 4.727 -3.075 1.450
H 3.966 -1.122 2.757
H 1.435 -2.412 -1.228
H 3.215 0.610 3.705
H 2.121 2.573 4.745
H -0.037 3.373 3.827
H -1.814 3.980 2.782
H -4.137 4.111 1.918
H -4.948 2.314 0.378
H -3.364 0.533 -0.319
C 2.484 2.333 -0.830
C 2.287 1.175 -1.801
C 2.922 1.562 -3.146
C 0.824 0.783 -2.065
C 0.592 -0.215 -3.049
C -0.613 -0.335 -3.682
C -1.688 0.517 -3.347
C -3.013 0.386 -4.043
C -1.480 1.471 -2.375
C -0.232 1.621 -1.730
H 3.550 2.498 -0.673
H 2.026 2.186 0.146
H 2.081 3.259 -1.248
H 2.818 0.297 -1.422
H 2.311 2.319 -3.645
H 3.027 0.716 -3.824
H 3.915 1.985 -2.988
H 1.418 -0.854 -3.345
H -0.743 -1.085 -4.453
H -3.525 -0.529 -3.734
H -2.880 0.327 -5.124
H -3.668 1.228 -3.824
H -2.273 2.173 -2.142
H -0.041 2.514 -1.150
O -0.868 -1.346 1.697
N -1.328 -2.598 1.483
C -1.360 -3.412 2.559
C -1.858 -4.680 2.430
C -2.326 -5.098 1.185
C -2.282 -4.234 0.113
C -1.768 -2.947 0.269
S -1.673 -1.779 -1.039
H -0.983 -2.970 3.468
H -1.880 -5.323 3.298
H -2.726 -6.096 1.066
H -2.644 -4.524 -0.863

Forces on atoms 1 to 3 (eV/Å):
Mo -1.1 -1.5 0.3
C -0.1 -0.1 -0.3
C 0.1 0.1 0.2

Properties
Total charge ... +2
M ... 589.596 Da
LUMO level (spin up / spin down) ... -6.70 / -6.59 eV
HOMO (spin up / spin down) ... -13.31 / -13.10 eV
F_max ... 0.03668 hartree/bohr
Orbital gap (spin up / spin down) ... 6.61 / 6.51 eV
Spin multiplicity ... 2

=====

Below is a molecular structure, C29H23F2N6O2RhS at a distorted geometry, with properties calculated with ωB97M-V/def2-TZVPD.

Element x y z (Å)
Rh -0.088 0.009 -0.473
N 2.949 0.961 2.543
C 1.881 0.634 1.775
S 2.003 0.846 0.033
N 0.818 0.123 2.308
N -0.152 -0.263 1.537
C -1.359 -0.636 2.049
C -1.567 -0.698 3.489
C -1.082 0.310 4.326
C -1.261 0.228 5.692
C -1.928 -0.852 6.252
C -2.424 -1.852 5.428
C -2.233 -1.787 4.063
C -2.342 -0.931 1.087
C -3.693 -1.229 1.391
C -4.588 -1.460 0.388
C -4.158 -1.393 -0.948
C -2.845 -1.060 -1.200
N -1.956 -0.833 -0.241
H 3.590 1.634 2.156
H 2.790 1.008 3.537
H -0.596 1.168 3.891
H -0.878 1.013 6.325
H -2.046 -0.923 7.323
H -2.950 -2.697 5.849
H -2.558 -2.596 3.426
H -4.009 -1.227 2.421
H -5.619 -1.677 0.619
H -4.844 -1.553 -1.762
H -2.500 -0.947 -2.219
O -1.896 1.681 -1.994
C -1.845 2.341 -0.967
N -2.551 3.456 -0.664
C -2.336 3.844 0.716
C -1.248 2.812 1.129
O -0.715 2.750 2.218
N -1.028 2.026 0.080
C -3.609 3.690 1.533
C -3.624 3.105 2.791
C -4.814 2.972 3.484
C -6.002 3.412 2.927
C -5.993 4.006 1.677
C -4.804 4.153 0.989
C -1.788 5.250 0.857
C -1.970 6.182 -0.156
C -1.488 7.471 -0.010
C -0.809 7.834 1.139
C -0.612 6.903 2.144
C -1.109 5.621 2.011
H -3.331 3.762 -1.219
H -2.707 2.752 3.235
H -4.811 2.515 4.462
H -6.930 3.301 3.466
H -6.914 4.356 1.232
H -4.810 4.647 0.028
H -2.487 5.908 -1.064
H -1.643 8.189 -0.802
H -0.433 8.839 1.250
H -0.066 7.177 3.034
H -0.950 4.893 2.791
F 1.495 0.660 -2.860
C 0.488 -0.138 -2.438
F 0.973 -1.423 -2.534
H -0.337 -0.030 -3.166

Forces on atoms 1 to 3 (eV/Å):
Rh 2.0 1.1 0.9
N -0.5 0.0 -0.1
C 0.0 -0.1 -1.7

Properties
Total charge ... 0
M ... 660.512 Da
LUMO level (spin up / spin down) ... -1.83 / -1.53 eV
HOMO (spin up / spin down) ... -7.93 / -7.84 eV
F_max ... 0.08614 hartree/bohr
Orbital gap (spin up / spin down) ... 6.10 / 6.31 eV
Spin multiplicity ... 1

=====

Below is 5 unconnected molecules or ions with the total composition C12H33NO5 at a distorted geometry, with properties calculated with ωB97M-V/def2-TZVPD.

Element x y z (Å)
C 46.482 28.421 36.834
C 46.787 27.954 35.376
O 47.781 27.239 35.118
N 45.885 28.407 34.279
H 44.993 28.902 34.759
H 46.330 29.109 33.547
C 45.556 27.368 33.213
H 46.963 29.282 36.978
H 46.818 27.591 37.504
H 45.486 28.406 36.833
H 45.060 26.614 33.720
H 46.517 26.924 32.692
H 44.839 28.035 32.644
O 43.857 29.910 35.195
H 43.114 30.484 35.655
C 44.962 33.697 34.913
C 45.982 32.601 35.199
C 47.168 33.288 35.821
O 45.576 31.630 36.034
H 44.244 33.294 34.182
H 45.376 34.661 34.768
H 44.615 34.050 35.997
H 46.615 32.115 34.196
H 46.987 33.583 36.825
H 47.587 33.990 35.279
H 48.036 32.643 35.837
H 44.989 30.967 35.639
C 41.563 25.858 36.958
C 42.216 27.230 36.693
C 42.980 27.599 37.965
O 43.197 27.139 35.761
H 40.929 25.630 36.119
H 40.847 26.198 37.589
H 42.137 24.985 37.121
H 41.527 28.074 36.313
H 43.840 26.851 38.172
H 42.157 27.624 38.958
H 43.541 28.468 37.818
H 43.533 28.004 35.472
C 42.591 30.271 30.805
C 43.690 30.746 31.808
C 44.346 31.981 31.138
O 43.192 31.188 33.070
H 42.935 30.056 29.833
H 41.683 31.048 30.473
H 41.958 29.594 31.310
H 44.474 30.061 31.784
H 45.161 32.218 31.681
H 43.627 32.756 30.909
H 44.850 31.510 30.292
H 43.551 30.742 33.873

Forces on atoms 1 to 3 (eV/Å):
C 1.8 -5.4 -2.5
C 4.7 -2.1 0.7
O -3.9 2.5 0.1

Properties
Total charge ... 0
M ... 271.398 Da
LUMO level ... -0.58 eV
HOMO ... -9.22 eV
F_max ... 0.12067 hartree/bohr
Orbital gap ... 8.63 eV
Spin multiplicity ... 1

=====

Below is 2 unconnected molecules or ions with the total composition C10H22NO4, with properties calculated with ωB97M-V/def2-TZVPD.

Element x y z (Å)
C -4.100 -1.042 1.787
C -3.481 -2.056 0.822
O -2.088 -1.890 0.711
C -1.690 -1.064 -0.378
C -0.175 -0.905 -0.363
O 0.480 -1.720 -1.314
C 0.477 -1.139 -2.604
C 1.413 0.079 -2.745
O 0.789 1.266 -3.123
C 0.186 2.039 -1.984
N 1.063 2.333 -0.943
H -4.015 -1.377 2.825
H -3.566 -0.090 1.703
H -5.158 -0.867 1.567
H -3.653 -3.078 1.178
H -3.952 -1.974 -0.169
H -2.186 -0.081 -0.304
H -2.013 -1.539 -1.320
H 0.106 0.144 -0.519
H 0.221 -1.180 0.614
H -0.543 -0.857 -2.916
H 0.811 -1.947 -3.265
H 2.154 -0.146 -3.524
H 1.955 0.230 -1.798
H -0.724 1.454 -1.680
H -0.187 2.903 -2.570
H 0.656 2.002 -0.073
C 3.390 0.411 1.134
C 2.304 0.589 2.166
O 1.480 -0.269 2.370
C 2.273 1.914 2.892
H 3.292 -0.567 0.669
H 3.296 1.185 0.369
H 4.374 0.512 1.598
H 2.159 2.724 2.169
H 3.212 2.074 3.427
H 1.440 1.929 3.592

Forces on atoms 1 to 3 (eV/Å):
C 0.0 0.1 0.0
C -0.1 0.1 -0.1
O 0.1 -0.2 0.0

Properties
Total charge ... -1
M ... 220.289 Da
LUMO level ... 3.29 eV
HOMO ... -2.52 eV
F_max ... 0.00969 hartree/bohr
Orbital gap ... 5.81 eV
Spin multiplicity ... 1

=====

Below is 3 unconnected molecules or ions with the total composition C20H43BBrFN3O8 at a distorted geometry, with properties calculated with ωB97M-V/def2-TZVPD.

Element x y z (Å)
C -3.558 1.143 -1.140
C -3.653 1.454 0.467
O -4.592 2.616 0.605
C -2.249 1.926 1.169
C -1.279 0.707 1.679
C -0.185 0.593 0.464
C 1.139 -0.314 0.800
O 2.349 0.310 0.777
F 1.161 -1.753 1.148
O -0.621 1.242 2.896
B -0.478 0.224 3.993
O -0.838 -1.038 3.255
C -1.925 -0.644 2.346
Br -3.469 -0.427 3.661
C -2.558 -1.726 1.288
C -2.194 -3.293 1.588
C -1.292 -4.043 0.447
C -1.718 -3.731 -1.104
N -0.764 -2.669 -1.622
C -1.212 -2.073 -2.938
N -2.439 -1.522 -3.216
N -0.158 -2.045 -4.062
H -4.456 0.413 -1.427
H -2.582 0.598 -1.486
H -3.694 2.092 -1.821
H -4.190 0.551 0.983
H -4.197 3.294 -0.049
H -2.557 2.560 2.133
H -1.722 2.698 0.447
H -0.668 0.195 -0.524
H 0.200 1.687 0.236
H 0.677 0.358 4.285
H -1.009 0.436 5.021
H -2.305 -1.346 0.211
H -3.743 -1.634 1.394
H -3.197 -3.905 1.700
H -1.619 -3.447 2.623
H -1.461 -5.214 0.606
H -0.124 -3.888 0.562
H -2.855 -3.375 -1.089
H -1.719 -4.713 -1.781
H -0.532 -1.949 -0.904
H -3.011 -1.594 -2.347
H 0.757 -1.913 -3.534
H -0.307 -1.088 -4.504
C 0.462 0.802 -6.909
O 1.735 0.203 -6.702
C 1.872 -1.037 -7.401
C 2.707 -0.869 -8.673
O 2.025 -0.063 -9.639
C 2.526 1.269 -9.679
H 0.497 1.827 -6.532
H 0.194 0.832 -7.970
H -0.302 0.250 -6.352
H 0.888 -1.468 -7.630
H 2.392 -1.727 -6.728
H 2.855 -1.854 -9.129
H 3.696 -0.453 -8.443
H 3.503 1.281 -10.171
H 2.611 1.703 -8.678
H 1.832 1.879 -10.263
C 1.048 2.646 7.901
O 1.513 2.070 6.686
C 2.655 2.752 6.164
C 3.944 1.977 6.450
O 4.235 1.951 7.851
C 3.891 0.706 8.449
H 0.323 1.965 8.351
H 1.863 2.806 8.614
H 0.550 3.599 7.691
H 2.715 3.775 6.559
H 2.520 2.819 5.080
H 4.779 2.491 5.962
H 3.891 0.960 6.042
H 4.618 -0.057 8.155
H 2.883 0.384 8.170
H 3.929 0.825 9.535

Forces on atoms 1 to 3 (eV/Å):
C -0.6 -0.9 -0.3
C 0.0 0.8 -0.7
O 1.9 0.0 -1.8

Properties
Total charge ... -1
M ... 563.291 Da
LUMO level ... 2.21 eV
HOMO ... -4.34 eV
F_max ... 0.18867 hartree/bohr
Orbital gap ... 6.55 eV
Spin multiplicity ... 1

=====

Below is a single C11H12O4 molecule at a distorted geometry, with properties calculated with ωB97M-V/def2-TZVPD.

Element x y z (Å)
C 1.620 1.135 2.517
C 2.627 0.428 1.832
C 0.333 0.997 2.130
C 2.285 -0.552 0.889
C -0.013 -0.016 1.232
C 0.932 -0.844 0.630
C -1.170 -1.777 0.102
C -1.285 -0.271 0.521
C 0.269 -1.717 -0.297
C -1.250 0.544 -0.802
C -0.435 -0.140 -1.919
O -0.696 1.832 -0.521
O -2.618 0.666 -1.164
O 0.729 0.556 -2.238
O -1.268 -0.740 -2.780
H 2.056 1.942 3.085
H 3.642 0.553 2.115
H -0.440 1.636 2.544
H 2.966 -0.948 0.143
H -1.145 -2.424 0.978
H -1.817 -2.152 -0.775
H -2.115 0.032 1.150
H 0.741 -2.317 -0.953
H -1.290 2.454 -1.083
H -2.645 0.862 -2.161
H 0.704 1.381 -1.671
H -0.717 -1.120 -3.505

Forces on atoms 1 to 3 (eV/Å):
C 2.6 0.2 -0.9
C -1.3 -1.6 -0.5
C -1.8 -0.4 0.0

Properties
Total charge ... 0
M ... 208.213 Da
LUMO level ... 0.30 eV
HOMO ... -6.82 eV
F_max ... 0.10242 hartree/bohr
Orbital gap ... 7.12 eV
Spin multiplicity ... 1

=====

Below is a single C7H14 molecule, with properties calculated with ωB97M-V/def2-TZVPD.

Element x y z (Å)
C 2.104 1.492 -0.206
C 0.629 1.193 0.068
C 0.182 -0.059 -0.683
C 0.818 -1.353 -0.117
C -0.506 -1.655 0.614
C -1.213 -0.651 -0.323
C -2.324 0.219 0.243
H 2.747 0.686 0.167
H 2.290 1.581 -1.283
H 2.428 2.422 0.271
H 0.475 1.064 1.149
H 0.013 2.052 -0.232
H 0.337 0.110 -1.757
H 1.707 -1.223 0.509
H 1.048 -2.086 -0.897
H -0.863 -2.689 0.614
H -0.490 -1.293 1.649
H -1.592 -1.189 -1.201
H -1.993 0.771 1.130
H -2.686 0.945 -0.494
H -3.176 -0.405 0.540

Forces on atoms 1 to 3 (eV/Å):
C 0.1 0.0 0.0
C -0.1 0.0 0.0
C 0.1 0.1 -0.1

Properties
Total charge ... 0
M ... 98.189 Da
LUMO level ... 1.22 eV
HOMO ... -10.35 eV
F_max ... 0.00402 hartree/bohr
Orbital gap ... 11.57 eV
Spin multiplicity ... 1

=====

Below is a single C10H10O2S molecule at a distorted geometry, with properties calculated with ωB97M-V/def2-TZVPD.

Element x y z (Å)
C -0.499 -3.175 -0.108
C -0.570 -2.014 -1.053
S -0.408 -2.169 -2.688
C -0.905 -0.610 -0.428
C -2.469 -0.620 -0.220
O -0.293 -0.473 0.859
C 0.539 0.648 0.809
C 1.559 1.048 1.626
C 2.313 2.129 1.260
C 2.006 2.868 0.171
C 0.990 2.437 -0.721
C 0.323 1.247 -0.452
O -0.497 0.475 -1.241
H -0.252 -2.599 0.818
H 0.129 -4.003 -0.565
H -1.621 -3.615 -0.145
H -2.770 -1.247 0.603
H -3.009 -1.100 -1.053
H -2.797 0.514 -0.329
H 1.755 0.632 2.670
H 3.196 2.577 1.703
H 2.516 3.868 0.027
H 0.764 3.181 -1.545

Forces on atoms 1 to 3 (eV/Å):
C -2.1 0.1 -0.8
C 0.5 0.5 -2.1
S -0.1 0.3 1.4

Properties
Total charge ... 0
M ... 194.255 Da
LUMO level ... -0.24 eV
HOMO ... -8.35 eV
F_max ... 0.06678 hartree/bohr
Orbital gap ... 8.12 eV
Spin multiplicity ... 1

=====

Below is a molecular structure, C29H34As2Cl3IN2O12RhSSeSi, with properties calculated with ωB97M-V/def2-TZVPD.

Element x y z (Å)
Rh -0.824 -0.743 -0.641
C -1.512 -0.030 4.309
O -1.025 0.752 3.223
C 0.013 0.213 2.568
O 0.514 -0.825 2.910
C 0.407 1.058 1.338
C 0.702 2.484 1.747
As 1.826 2.914 3.205
C 1.390 1.831 4.807
C 3.393 1.810 2.696
C 3.494 1.140 1.545
As 2.069 0.436 0.333
C 2.403 -1.433 0.895
C 4.835 0.811 0.988
O 5.124 -0.148 0.311
O 5.751 1.792 1.233
C 7.047 1.523 0.725
C 4.528 1.903 3.645
O 4.820 2.856 4.329
O 5.176 0.711 3.785
C 6.242 0.721 4.720
C 0.711 3.571 0.834
O 0.908 4.759 1.101
O 0.503 3.194 -0.477
C 0.302 4.239 -1.410
H -2.279 0.577 4.786
H -0.712 -0.259 5.011
H -1.943 -0.964 3.948
H 0.478 2.218 5.261
H 2.222 2.020 5.491
H 1.303 0.761 4.646
H 2.687 -1.494 1.941
H 3.199 -1.789 0.245
H 1.496 -2.017 0.739
H 7.650 2.392 0.978
H 7.020 1.380 -0.355
H 7.465 0.625 1.182
H 6.542 -0.317 4.845
H 5.923 1.144 5.672
H 7.080 1.311 4.343
H -0.505 3.932 -2.076
H 1.210 4.396 -1.997
H 0.048 5.166 -0.899
I 1.251 2.124 -4.636
C -0.827 2.411 -4.513
C -1.471 3.105 -5.533
C -2.838 3.281 -5.417
C -3.493 2.768 -4.308
C -2.749 2.094 -3.352
N -1.430 1.919 -3.456
H -0.913 3.488 -6.375
H -3.385 3.816 -6.185
H -4.562 2.880 -4.181
H -3.207 1.662 -2.470
S -2.057 1.897 0.267
C -0.810 0.908 0.408
O 0.163 -1.922 -4.354
Cl 0.726 -1.776 -3.040
O 2.149 -1.906 -3.087
O 0.149 -2.746 -2.128
O 0.377 -0.438 -2.523
Cl -0.451 -4.588 0.633
C -1.892 -4.002 1.398
C -2.740 -4.899 2.011
C -3.912 -4.454 2.609
C -4.210 -3.102 2.582
C -3.359 -2.206 1.959
Cl -3.754 -0.520 2.004
C -2.156 -2.609 1.336
N -1.244 -1.786 0.790
H -2.477 -5.949 2.012
H -4.581 -5.154 3.093
H -5.111 -2.721 3.044
C -2.410 -3.962 -3.228
Si -3.300 -2.311 -3.267
C -2.959 -1.419 -4.886
C -5.154 -2.677 -3.234
Se -3.071 -0.961 -1.464
H -3.035 -4.716 -3.718
H -2.214 -4.283 -2.204
H -1.453 -3.903 -3.746
H -3.329 -2.001 -5.737
H -1.890 -1.254 -5.011
H -3.459 -0.446 -4.887
H -5.434 -3.238 -4.131
H -5.740 -1.756 -3.205
H -5.416 -3.270 -2.356

Forces on atoms 1 to 3 (eV/Å):
Rh 0.4 -0.7 0.0
C 0.1 0.0 0.0
O 0.0 0.0 0.0

Properties
Total charge ... -2
M ... 1227.719 Da
LUMO level (spin up / spin down) ... 3.82 / 3.81 eV
HOMO (spin up / spin down) ... -1.70 / -1.70 eV
F_max ... 0.01534 hartree/bohr
Orbital gap (spin up / spin down) ... 5.52 / 5.52 eV
Spin multiplicity ... 2

=====

Question: What is the F_max in the first record?
Answer: 0.03668 hartree/bohr

=====

Question: What is the formula in the ninth record?
Answer: C29H34As2Cl3IN2O12RhSSeSi

=====

Question: Among the records above, which one has the highest F_max?
Answer: C20H43BBrFN3O8

=====

Question: What is the formula in the eighth record?
Answer: C10H10O2S